Entry 1:
Here is a cluster of 2 separate species, C2H6BrO2P in total in a non-equilibrium geometry from OMol25. Energies are from ωB97M-V with the def2-TZVPD basis set.

Positions of all 12 atoms, in Å:
C: -0.4674 -0.9159 -1.4740
C: -0.3097 0.4097 1.5935
O: 0.4746 2.5515 -0.0752
O: -0.3441 0.4711 -1.2212
P: 0.3692 1.1135 0.0396
Br: 3.1177 -0.7176 0.1221
H: 0.4841 -1.3122 -1.8332
H: -1.2247 -1.0167 -2.2510
H: -0.7748 -1.4642 -0.5854
H: -1.3964 0.5095 1.5595
H: -0.0236 -0.6290 1.7160
H: 0.0951 1.0002 2.4093

Values from the calculation:
molar mass = 172.95 g mol⁻¹
ΔE to the lowest compared entry with this formula, charge and spin = 0.000 eV
LUMO energy (spin up / spin down) = 0.725 / -3.980 eV
total charge = 0
HOMO (spin up / spin down) = -7.32 / -10.90 eV
multiplicity = 3

***

Entry 2:
Here is a cluster of 2 separate species, C2H6BrOPS in total in a non-equilibrium geometry from OMol25. Energies are from ωB97M-V with the def2-TZVPD basis set.

Positions of all 12 atoms, in Å:
C: 1.3520 1.0085 -0.2303
C: -0.1786 -1.4627 0.0005
O: -0.5389 0.8819 1.6885
P: -0.2798 0.4584 0.3362
S: -1.5167 1.3840 -1.0249
Br: -3.7095 -0.7032 0.5470
H: 1.3955 1.9378 -0.9097
H: 2.0504 1.2365 0.6089
H: 2.0292 0.2474 -0.7781
H: -0.3548 -1.5801 -1.1366
H: 0.7810 -1.6257 0.2403
H: -1.0299 -1.7827 0.6582

Values from the calculation:
molar mass = 189.01 g mol⁻¹
ΔE to the lowest compared entry with this formula, charge and spin = 3.165 eV
LUMO energy (spin up / spin down) = -4.608 / -4.614 eV
total charge = 0
HOMO (spin up / spin down) = -10.06 / -9.96 eV
multiplicity = 1

***

Entry 3:
Here is the ion C2H6BrOS with charge +1 in a non-equilibrium geometry from OMol25. Energies are from ωB97M-V with the def2-TZVPD basis set.

Positions of all 11 atoms, in Å:
C: -0.1706 0.7400 -1.3765
C: -0.5048 -1.1626 1.1474
O: 0.5629 1.7168 1.0667
S: 0.5617 0.5366 0.3039
Br: 2.6923 -0.2704 0.0180
H: -1.2822 0.4728 -1.1145
H: 0.2420 0.2189 -2.2163
H: -0.0618 1.7793 -1.5641
H: -0.4897 -1.2731 2.2354
H: -0.0274 -1.9846 0.6636
H: -1.5224 -0.7739 0.8364

Values from the calculation:
molar mass = 158.04 g mol⁻¹
ΔE to the lowest compared entry with this formula, charge and spin = 0.843 eV
LUMO energy = -6.293 eV
total charge = +1
HOMO = -15.81 eV
multiplicity = 1